101
Properties=species:S:1:pos:R:3 method="wB97M-V/def2-TZVPD" smiles="COC[C@H](C)N.COC[C@H](C)N.COC[C@H](C)N.COC[C@H](C)N.COC[C@H](C)N.NC(N)=O.NC(N)=O" homo_lumo_gap_ev=9.377 e_lumo_ev=0.359 e_above_lowest_ev=5.897
O -2.90927 8.78920 -29.07547
O -8.80856 7.34279 -17.16113
O -19.44162 6.28919 -28.22455
O -2.13765 -0.23191 -33.31884
O -10.96583 15.70379 -30.93210
O -10.98302 7.25288 -37.50559
O -10.80384 7.32084 -27.54908
N -8.78514 6.77106 -28.21011
N -17.91216 6.90581 -29.72695
N -2.88858 11.27789 -26.98403
N -19.98652 7.73671 -29.89501
N -4.74458 -1.51538 -33.81862
N -9.31163 7.89187 -13.44988
N -10.99336 17.72113 -28.86271
N -13.68690 9.03552 -39.48081
N -9.00027 8.42798 -26.97600
C -9.19328 7.98730 -15.94724
C -9.99351 16.62608 -28.91841
C -19.12483 6.93343 -29.20352
C -11.58746 8.07399 -38.53031
C -1.94752 10.69350 -27.86356
C -5.89608 0.38572 -32.82949
C -10.05703 5.96277 -14.77156
C -3.31026 0.17207 -32.68457
C -2.51497 9.10820 -30.35427
C -0.69236 11.15088 -27.18012
C -9.58965 7.48877 -27.59402
C -10.97809 7.64026 -36.14350
C -0.94876 0.02690 -32.51307
C -13.13295 8.35755 -38.31415
C -10.45791 15.39060 -29.72263
C -4.57834 -0.07143 -33.50236
C -8.87487 8.16655 -18.29895
C -9.77775 16.28936 -27.43230
C -2.09063 9.19028 -28.01279
C -9.04891 7.11178 -14.68707
C -11.51477 14.72500 -31.86593
C -13.91611 7.01843 -38.21986
H -12.09917 13.99127 -31.31077
H -19.53891 8.28515 -30.61541
H -13.56123 6.45545 -37.35660
H -13.23433 9.88893 -39.77573
H -10.68209 15.89281 -26.97077
H -9.44945 17.19203 -26.91703
H -20.85160 8.01191 -29.45230
H -11.08415 6.30624 -14.64850
H -10.12211 7.14039 -35.69019
H -0.42653 12.16496 -27.47859
H -1.54407 8.73926 -30.68495
H -8.00287 6.81953 -14.59488
H -8.23887 9.03908 -18.14965
H -11.83866 17.49846 -28.35676
H -10.03711 5.36216 -15.68094
H -3.78954 -1.61402 -34.13209
H -2.53168 10.13386 -30.72286
H -10.31569 7.94576 -13.35473
H -0.87528 -0.77951 -31.78342
H -10.70000 8.67916 -35.96613
H -3.09773 8.47610 -31.02430
H -12.14885 15.21807 -32.60276
H -13.79535 8.43446 -40.28521
H -13.34003 8.84149 -37.35967
H -13.90356 6.33416 -39.06823
H -11.42648 17.89821 -29.75779
H -2.02175 11.19957 -28.82611
H -8.60834 8.90699 -15.93510
H -11.01385 8.99948 -38.58096
H -17.22481 6.57702 -29.06397
H -10.25532 8.22206 -16.01820
H -9.69490 8.85530 -26.38019
H -14.96865 7.28588 -38.12641
H -10.60305 14.26786 -32.25049
H -9.05363 17.01441 -29.31073
H -6.84826 0.37924 -33.35998
H -3.23215 1.19529 -32.31711
H -2.72773 12.27424 -27.02286
H -8.64354 7.61003 -19.20718
H 0.01306 -0.11828 -33.00493
H 0.13122 10.56495 -27.58819
H -4.51866 0.56613 -34.38443
H -9.89575 8.54466 -18.35328
H -9.01028 8.81186 -13.73785
H -11.04063 14.77435 -29.03797
H -2.60556 8.80462 -27.13289
H -1.11783 8.76587 -28.26105
H -8.00925 8.56123 -26.83386
H -9.07564 5.85130 -28.50967
H -4.72445 -1.94214 -32.90344
H -5.84159 1.41276 -32.46848
H -1.04279 0.94620 -31.93502
H -8.99855 15.53548 -27.32002
H -9.84814 5.19814 -14.02337
H -11.86590 7.42028 -35.55063
H -17.70969 7.52314 -30.50026
H -2.60734 11.04770 -26.04168
H -3.45953 -0.49502 -31.83557
H -0.54669 11.09124 -26.10154
H -6.13231 -0.15308 -31.91189
H -7.82184 7.06902 -28.26809
H -9.56813 14.85117 -30.04731
H -11.37264 7.68355 -39.52505